(1)
{
  "formula": "C18H27BeCaCl2F12KN4O10PS2",
  "method": "wB97M-V/def2-TZVPD",
  "elements": ["C", "C", "C", "Cl", "O", "C", "O", "C", "F", "F", "C", "F", "F", "H", "H", "H", "H", "H", "H", "H", "N", "S", "O", "O", "F", "S", "O", "O", "F", "Ca", "C", "C", "C", "C", "N", "H", "H", "H", "H", "H", "H", "H", "N", "O", "O", "O", "C", "C", "C", "O", "H", "H", "H", "H", "H", "H", "H", "H", "K", "N", "C", "C", "C", "C", "C", "H", "H", "H", "H", "H", "F", "P", "F", "F", "F", "F", "F", "Cl", "Be"],
  "positions_angstrom": [[0.082, 3.198, -2.000], [-0.876, 3.943, -2.956], [-1.550, 5.151, -2.313], [-0.796, 6.634, -2.889], [-2.949, 5.238, -2.745], [-3.864, 5.067, -1.775], [-4.305, 5.954, -1.127], [-4.399, 3.607, -1.555], [-3.349, 2.786, -1.326], [-5.194, 3.605, -0.491], [-5.242, 3.000, -2.733], [-4.962, 3.543, -3.961], [-6.564, 3.220, -2.480], [0.140, 3.646, -1.008], [-0.196, 2.156, -1.913], [1.081, 3.201, -2.421], [-0.327, 4.259, -3.833], [-1.653, 3.251, -3.268], [-1.482, 5.135, -1.231], [-5.123, 1.923, -2.794], [-4.559, 4.165, 3.574], [-5.676, 3.947, 4.745], [-5.135, 4.035, 6.051], [-6.616, 2.928, 4.445], [-6.435, 5.282, 4.526], [-3.533, 3.058, 3.496], [-2.374, 3.457, 2.668], [-3.946, 1.711, 3.284], [-2.846, 3.005, 4.914], [-0.656, 2.631, 1.946], [1.210, -1.762, -3.295], [0.121, -2.446, -2.481], [-0.928, -1.461, -1.947], [-0.355, -0.505, -1.009], [0.108, 0.255, -0.283], [1.776, -1.051, -2.690], [1.913, -2.498, -3.675], [0.788, -1.224, -4.148], [0.579, -2.996, -1.659], [-0.387, -3.180, -3.107], [-1.724, -2.009, -1.439], [-1.399, -0.922, -2.773], [2.511, 4.324, 3.590], [3.138, 5.334, 3.855], [2.333, 3.406, 4.415], [1.995, 4.191, 2.417], [1.178, -1.329, 5.854], [-0.056, -0.651, 5.289], [-1.337, -1.387, 5.672], [0.047, -0.569, 3.864], [1.270, -2.345, 5.462], [2.076, -0.787, 5.565], [1.139, -1.380, 6.943], [-0.107, 0.377, 5.654], [-1.328, -2.409, 5.280], [-2.200, -0.877, 5.248], [-1.441, -1.434, 6.758], [0.104, -1.461, 3.503], [-5.897, 5.470, -3.827], [2.518, -4.630, -1.597], [3.302, -4.946, -2.627], [4.455, -5.702, -2.520], [4.822, -6.160, -1.267], [4.020, -5.844, -0.179], [2.884, -5.081, -0.398], [2.988, -4.569, -3.594], [5.048, -5.921, -3.400], [5.719, -6.753, -1.141], [4.270, -6.181, 0.818], [2.230, -4.814, 0.427], [6.866, -5.641, -7.223], [7.624, -5.835, -5.756], [6.169, -5.268, -5.144], [8.675, -6.696, -4.810], [8.142, -4.526, -4.875], [8.921, -5.513, -6.726], [6.883, -7.322, -5.750], [-3.210, 0.556, 6.519], [-4.150, -0.564, 7.379]],
  "lowdin_charge": [-0.065, -0.227, -0.658, 0.759, -0.058, -0.458, 0.233, -0.380, 0.139, 0.176, -0.252, -0.097, 0.065, 0.059, 0.032, 0.093, 0.103, 0.103, 0.110, 0.188, -0.260, 0.501, -0.249, -0.249, -0.123, 0.472, -0.562, -0.269, -0.201, 1.597, -0.092, -0.253, -0.182, -0.212, 0.143, 0.077, 0.062, 0.076, 0.087, 0.118, 0.121, 0.119, -0.631, 0.028, -0.073, -0.186, -0.039, -0.487, -0.159, -0.063, 0.091, 0.095, 0.089, 0.137, 0.097, -0.027, 0.050, 0.095, 1.130, 0.034, -0.143, -0.033, -0.053, -0.079, -0.180, 0.100, 0.094, 0.114, 0.097, 0.088, -0.225, 0.382, -0.248, -0.217, -0.224, -0.210, -0.224, 0.610, 0.582],
  "charge": 1
}

=====

(2)
{
  "formula": "C18H27BeN6O5",
  "method": "wB97M-V/def2-TZVPD",
  "elements": ["Be", "N", "C", "C", "C", "C", "N", "C", "N", "N", "C", "O", "O", "H", "H", "H", "H", "H", "H", "H", "H", "H", "H", "H", "H", "H", "H", "O", "C", "N", "C", "O", "C", "C", "C", "C", "C", "C", "H", "H", "H", "H", "C", "N", "C", "C", "C", "O", "H", "H", "H", "H", "H", "H", "H", "H", "H"],
  "positions_angstrom": [[1.038, -0.089, 0.423], [0.263, -0.993, 1.779], [-0.774, -0.069, 2.279], [-1.188, -0.237, 3.747], [-2.639, -0.710, 3.903], [-3.682, 0.411, 3.802], [-3.467, 1.351, 2.700], [-3.597, 1.057, 1.412], [-4.274, -0.021, 0.993], [-3.061, 1.868, 0.501], [-0.332, 1.352, 1.880], [-0.873, 2.340, 2.372], [0.550, 1.368, 0.953], [-0.143, -1.884, 1.509], [0.968, -1.178, 2.487], [-1.624, -0.267, 1.630], [-1.029, 0.698, 4.285], [-0.538, -0.984, 4.210], [-2.778, -1.180, 4.878], [-2.836, -1.491, 3.162], [-3.653, 1.021, 4.704], [-4.693, 0.004, 3.753], [-2.768, 2.070, 2.877], [-4.686, -0.635, 1.673], [-3.976, -0.433, 0.118], [-2.353, 2.528, 0.796], [-3.101, 1.604, -0.467], [-1.841, -0.681, -0.568], [-0.924, -0.683, -1.387], [0.402, -0.494, -1.095], [1.133, -0.532, -2.283], [2.332, -0.384, -2.374], [0.184, -0.778, -3.411], [0.397, -0.905, -4.767], [-0.721, -1.135, -5.565], [-1.995, -1.234, -5.011], [-2.194, -1.103, -3.639], [-1.079, -0.872, -2.861], [1.389, -0.828, -5.189], [-0.601, -1.241, -6.635], [-2.841, -1.417, -5.660], [-3.181, -1.187, -3.204], [5.388, 0.859, -1.347], [4.221, 0.848, -0.468], [3.534, 2.125, -0.312], [3.696, -0.287, -0.055], [4.420, -1.568, -0.330], [2.610, -0.331, 0.593], [5.706, 1.890, -1.473], [5.130, 0.446, -2.323], [6.215, 0.299, -0.919], [4.229, 2.850, 0.112], [2.676, 2.026, 0.341], [3.205, 2.476, -1.291], [5.470, -1.523, -0.049], [4.354, -1.773, -1.401], [3.930, -2.368, 0.214]],
  "nbo_charge": [1.672, -0.930, -0.195, -0.430, -0.410, -0.227, -0.581, 0.688, -0.786, -0.760, 0.808, -0.713, -0.884, 0.404, 0.401, 0.248, 0.238, 0.221, 0.235, 0.196, 0.232, 0.208, 0.454, 0.411, 0.442, 0.443, 0.422, -0.700, 0.689, -0.904, 0.688, -0.604, -0.152, -0.156, -0.186, -0.187, -0.199, -0.079, 0.235, 0.228, 0.227, 0.224, -0.417, -0.361, -0.427, 0.776, -0.710, -0.885, 0.225, 0.224, 0.216, 0.214, 0.252, 0.215, 0.239, 0.264, 0.244],
  "charge": 1
}

=====

(3)
{
  "formula": "C18H27Br8N6",
  "method": "wB97M-V/def2-TZVPD",
  "elements": ["C", "C", "N", "N", "C", "N", "C", "N", "N", "C", "C", "C", "C", "C", "C", "N", "H", "H", "H", "H", "H", "H", "H", "H", "H", "H", "H", "Br", "C", "C", "Br", "H", "H", "H", "H", "Br", "C", "C", "Br", "H", "H", "H", "H", "Br", "C", "C", "Br", "H", "H", "H", "H", "Br", "C", "C", "Br", "H", "H", "H", "H"],
  "positions_angstrom": [[3.737, 4.010, 4.641], [2.370, 3.818, 4.276], [0.855, 3.790, 4.275], [-0.075, 4.697, 4.826], [-1.535, 4.269, 4.566], [-2.645, 4.994, 4.959], [-4.087, 4.625, 4.689], [-4.362, 4.136, 3.278], [-1.540, 2.958, 3.794], [-0.048, 2.746, 3.657], [0.350, 1.370, 2.785], [1.431, 0.420, 3.484], [1.941, -0.922, 2.715], [1.164, -1.085, 1.292], [0.080, 0.012, 0.853], [-0.384, 1.273, 1.496], [4.864, 4.088, 5.025], [0.254, 5.566, 5.307], [-2.437, 5.901, 5.474], [-4.766, 5.583, 4.897], [-4.436, 3.810, 5.470], [-3.560, 4.454, 2.656], [-4.227, 3.083, 3.339], [1.862, 0.684, 4.547], [2.737, -1.694, 3.092], [1.400, -2.005, 0.595], [-0.467, -0.212, -0.187], [0.427, -3.351, -1.414], [0.448, -2.847, -3.299], [0.574, -1.351, -3.463], [-1.124, -0.457, -3.113], [-0.459, -3.259, -3.750], [1.321, -3.356, -3.718], [0.821, -1.096, -4.498], [1.315, -0.901, -2.796], [0.590, -6.542, -4.650], [0.611, -6.038, -6.535], [0.737, -4.542, -6.699], [-0.961, -3.648, -6.349], [-0.296, -6.450, -6.986], [1.484, -6.547, -6.954], [0.984, -4.287, -7.734], [1.478, -4.092, -6.032], [-1.886, -0.689, 6.100], [-1.918, -1.898, 4.569], [-1.644, -3.322, 4.991], [0.256, -3.603, 5.334], [-1.196, -1.513, 3.843], [-2.927, -1.805, 4.156], [-1.893, -4.018, 4.185], [-2.179, -3.617, 5.898], [2.595, -0.997, -6.512], [1.776, 0.505, -7.448], [2.439, 1.810, -7.073], [1.850, 2.420, -5.316], [0.707, 0.479, -7.221], [1.922, 0.290, -8.511], [2.144, 2.605, -7.763], [3.530, 1.749, -7.040]],
  "nbo_charge": [-0.159, 0.080, -0.256, -0.419, 0.612, -0.600, -0.069, -0.800, -0.441, 0.472, 0.103, -0.249, -0.158, -0.247, 0.011, -0.380, 0.334, 0.451, 0.435, 0.227, 0.221, 0.370, 0.378, 0.259, 0.271, 0.271, 0.253, -0.035, -0.449, -0.458, -0.024, 0.256, 0.230, 0.249, 0.230, -0.013, -0.452, -0.446, -0.013, 0.239, 0.235, 0.237, 0.226, -0.027, -0.445, -0.449, -0.016, 0.233, 0.234, 0.237, 0.239, -0.028, -0.442, -0.451, -0.014, 0.239, 0.236, 0.237, 0.237],
  "charge": 1
}

=====

(4)
{
  "formula": "C18H27BrF6IrN5O6S4Si",
  "method": "wB97M-V/def2-TZVPD",
  "elements": ["Ir", "C", "C", "N", "N", "C", "S", "N", "N", "H", "H", "H", "H", "H", "H", "C", "S", "C", "H", "H", "H", "H", "H", "H", "Br", "C", "C", "C", "C", "C", "C", "C", "O", "O", "H", "H", "H", "H", "C", "Si", "C", "C", "C", "H", "H", "H", "H", "H", "H", "H", "H", "H", "H", "H", "F", "C", "F", "F", "S", "O", "O", "N", "S", "O", "O", "C", "F", "F", "F"],
  "positions_angstrom": [[1.114, -0.118, 0.646], [-3.228, 2.431, -0.195], [-1.980, 2.792, 0.514], [-1.749, 3.905, 1.137], [-0.479, 3.771, 1.629], [0.079, 2.602, 1.315], [1.605, 1.960, 1.657], [-0.875, 1.971, 0.606], [-0.697, 0.666, 0.097], [-3.965, 3.208, -0.013], [-3.598, 1.465, 0.151], [-3.049, 2.355, -1.269], [-0.061, 4.512, 2.165], [-1.706, -0.015, 0.253], [-0.624, 0.780, -0.917], [0.830, -3.523, 0.667], [0.516, -2.127, -0.423], [1.825, -2.441, -1.621], [0.878, -4.412, 0.040], [-0.013, -3.604, 1.345], [1.766, -3.378, 1.202], [2.801, -2.477, -1.141], [1.802, -1.645, -2.360], [1.612, -3.393, -2.105], [-5.634, -6.312, 1.472], [-5.434, -4.579, 0.727], [-6.462, -4.048, -0.036], [-6.308, -2.781, -0.581], [-5.143, -2.061, -0.364], [-4.121, -2.607, 0.404], [-4.267, -3.874, 0.955], [-2.842, -1.851, 0.661], [-2.780, -0.681, 0.123], [-1.957, -2.367, 1.340], [-7.366, -4.617, -0.200], [-7.106, -2.358, -1.177], [-5.011, -1.076, -0.788], [-3.468, -4.284, 1.555], [-2.127, 0.708, 3.393], [-0.486, -0.075, 3.866], [-0.880, -1.537, 4.974], [0.456, 1.187, 4.898], [0.548, -0.843, 2.496], [-2.701, 0.869, 4.309], [-2.707, 0.053, 2.741], [-2.032, 1.682, 2.912], [-1.422, -1.223, 5.869], [0.032, -2.045, 5.297], [-1.498, -2.263, 4.440], [-0.038, 1.293, 5.868], [0.485, 2.174, 4.433], [1.488, 0.879, 5.078], [0.062, -1.804, 2.346], [1.507, -1.057, 2.995], [4.598, 0.930, 2.613], [5.282, 0.054, 1.886], [6.437, 0.585, 1.519], [5.505, -1.037, 2.611], [4.304, -0.436, 0.405], [3.048, -0.939, 0.998], [5.062, -1.423, -0.290], [4.171, 0.962, -0.271], [3.177, 1.399, -1.402], [3.081, 2.814, -1.483], [1.938, 0.618, -1.409], [3.994, 0.870, -2.968], [4.148, -0.453, -2.982], [5.179, 1.450, -3.076], [3.229, 1.228, -3.995]],
  "nbo_charge": [0.708, -0.678, 0.380, -0.249, -0.361, 0.245, -0.016, -0.230, -0.597, 0.254, 0.276, 0.237, 0.435, 0.465, 0.384, -0.751, 0.458, -0.761, 0.230, 0.273, 0.237, 0.238, 0.247, 0.230, 0.049, -0.072, -0.233, -0.209, -0.194, -0.077, -0.234, 0.786, -0.774, -0.706, 0.228, 0.217, 0.228, 0.249, -1.122, 1.652, -1.114, -1.115, -1.049, 0.242, 0.245, 0.208, 0.231, 0.233, 0.244, 0.232, 0.223, 0.237, 0.231, 0.212, -0.300, 0.745, -0.294, -0.299, 2.257, -0.932, -0.888, -1.223, 2.274, -0.884, -0.979, 0.730, -0.308, -0.296, -0.303],
  "e_above_lowest_kcal_mol": 0.0,
  "charge": 0
}

=====

| no. | frontier orbital gap (eV) | strongest force on any atom (eV/Å) |
| --- | --- | --- |
| 1 | 1.1 | 3.5 |
| 2 | 9.5 | 0.2 |
| 3 | 7.6 | 10.2 |
| 4 | 9.0 | 0.4 |